1.
Molecular formula: C22H29N3P2Re
Method: DFT, the ωB97M-V functional and the def2-TZVPD basis

Output
Kohn-Sham gap (spin up / spin down) in eV: 5.2 / 4.5
Charge: +2
Energy in Ha: -1780.36853
HOMO level (spin up / spin down) in eV: -13.03 / -13.04
Multiplicity: 4

Element x y z (Å)
C1 -1.446 3.267 -3.713
C2 -1.222 1.921 -3.467
C3 0.083 1.376 -3.744
C4 1.143 2.242 -4.221
C5 0.851 3.622 -4.464
C6 -0.416 4.113 -4.223
C7 2.414 1.669 -4.402
C8 2.635 0.312 -4.100
C9 1.496 -0.462 -3.649
C10 1.662 -1.848 -3.293
C11 2.923 -2.415 -3.399
C12 4.043 -1.660 -3.860
C13 3.910 -0.329 -4.203
H1 -2.432 3.696 -3.503
H2 1.649 4.278 -4.829
H3 -0.639 5.169 -4.407
H4 3.244 2.288 -4.763
H5 3.067 -3.466 -3.122
H6 5.020 -2.148 -3.932
H7 4.773 0.254 -4.542
N1 0.270 0.067 -3.513
Re1 0.000 0.000 0.000
C14 -2.243 1.017 -2.841
H8 -2.157 0.000 -3.257
H9 -3.266 1.402 -2.998
C15 0.467 -2.574 -2.757
H10 -0.438 -2.262 -3.303
H11 0.590 -3.668 -2.835
P1 -2.001 0.845 -0.977
P2 0.125 -2.175 -0.937
C16 1.445 -3.223 -0.158
H12 1.296 -3.232 0.935
H13 1.436 -4.260 -0.540
H14 2.425 -2.761 -0.363
C17 -1.357 -3.282 -0.707
H15 -1.149 -4.322 -1.017
H16 -1.656 -3.276 0.355
H17 -2.197 -2.891 -1.305
C18 -2.409 2.566 -0.437
H18 -3.353 2.927 -0.883
H19 -2.484 2.574 0.663
H20 -1.577 3.227 -0.726
C19 -3.580 -0.039 -0.546
H21 -3.644 -0.151 0.550
H22 -4.467 0.514 -0.904
H23 -3.573 -1.044 -0.997
H24 0.804 0.668 -1.152
H25 -0.066 1.472 0.737
N2 -2.393 -0.953 3.308
C20 -1.843 -2.169 3.244
C21 -0.976 -2.194 2.177
N3 -1.015 -0.999 1.531
C22 -1.860 -0.262 2.288
H26 -3.072 -0.605 4.020
H27 -2.032 -2.970 3.946
H28 -0.375 -3.048 1.978
H29 -2.083 0.777 2.101

=====

2.
Molecular formula: C6H9BrFN2O
Method: DFT, the ωB97M-V functional and the def2-TZVPD basis

Output
Kohn-Sham gap in eV: 9.2
Charge: +1
Energy in Ha: -3092.35448
SMILES string: C[C@H](F)C1=CNC=[NH+][C@@]1(O)Br
HOMO level in eV: -13.55
Energy relative to the best compared isomer or geometry (same formula, charge and spin) in kJ/mol: 0.00

Element x y z (Å)
C1 -1.907 -1.554 -1.122
C2 -0.799 -1.803 -0.025
F1 -1.412 -2.070 1.151
C3 0.013 -0.411 0.192
C4 -0.372 0.195 1.320
N1 -0.062 1.478 1.716
C5 0.863 2.182 1.083
N2 1.353 1.717 -0.067
C6 1.179 0.314 -0.568
O1 1.025 0.185 -1.898
Br1 3.011 -0.575 -0.195
H1 -1.927 -2.575 -1.577
H2 -1.477 -0.764 -1.741
H3 -2.825 -1.319 -0.537
H4 -0.110 -2.533 -0.459
H5 -1.219 -0.264 1.777
H6 -0.384 1.910 2.547
H7 1.084 3.108 1.500
H8 2.256 2.162 -0.547
H9 1.710 0.617 -2.553

=====

3.
Molecular formula: C38H41Cl8N5O10
Method: DFT, the ωB97M-V functional and the def2-TZVPD basis

Output
Kohn-Sham gap in eV: 8.2
Energy in Ha: -6179.83184
SMILES string: O=[N+]([O-])c1ccccc1.O=[N+]([O-])c1ccccc1.O=[N+]([O-])c1ccccc1.O=[N+]([O-])c1ccccc1.O=[N+]([O-])c1ccccc1.ClCCCl.ClCCCl.ClCCCl.ClCCCl
HOMO level in eV: -9.12
Energy relative to the best compared isomer or geometry (same formula, charge and spin) in kJ/mol: 129.30

Element x y z (Å)
O1 5.116 -0.768 -0.042
N1 5.671 -1.563 0.687
O2 6.496 -2.353 0.315
C1 5.311 -1.507 2.098
C2 4.697 -0.374 2.595
C3 4.229 -0.392 3.875
C4 4.453 -1.457 4.737
C5 5.045 -2.606 4.188
C6 5.380 -2.683 2.850
H1 4.463 0.460 1.948
H2 3.768 0.469 4.348
H3 4.204 -1.373 5.783
H4 5.082 -3.499 4.800
H5 5.909 -3.505 2.386
O3 1.518 -2.121 -4.654
N2 2.379 -1.607 -3.959
O4 2.146 -0.678 -3.209
C7 3.724 -2.100 -4.212
C8 4.697 -1.754 -3.289
C9 6.029 -2.192 -3.442
C10 6.337 -2.965 -4.551
C11 5.342 -3.378 -5.433
C12 4.044 -2.959 -5.258
H6 4.516 -1.112 -2.439
H7 6.777 -1.927 -2.712
H8 7.354 -3.327 -4.639
H9 5.545 -3.968 -6.316
H10 3.210 -3.155 -5.923
O5 -2.634 2.796 3.266
N3 -2.801 3.980 3.367
O6 -3.397 4.579 4.228
C13 -2.177 4.837 2.323
C14 -2.291 6.203 2.316
C15 -1.499 6.969 1.484
C16 -0.693 6.356 0.519
C17 -0.658 4.959 0.451
C18 -1.425 4.199 1.333
H11 -2.848 6.600 3.158
H12 -1.472 8.047 1.545
H13 -0.038 6.894 -0.153
H14 -0.021 4.416 -0.234
H15 -1.338 3.126 1.284
O7 -6.302 -2.505 3.666
N4 -5.567 -2.218 4.595
O8 -5.850 -2.428 5.761
C19 -4.292 -1.624 4.301
C20 -3.648 -0.849 5.283
C21 -2.509 -0.155 4.982
C22 -1.898 -0.253 3.731
C23 -2.578 -0.889 2.701
C24 -3.741 -1.594 3.036
H16 -4.025 -0.801 6.296
H17 -2.011 0.417 5.755
H18 -0.940 0.168 3.450
H19 -2.124 -1.094 1.742
H20 -4.062 -2.252 2.234
O9 -5.451 2.462 2.223
N5 -4.899 1.871 1.318
O10 -4.123 2.385 0.539
C25 -5.240 0.455 1.163
C26 -6.285 -0.109 1.906
C27 -6.657 -1.433 1.732
C28 -6.060 -2.168 0.712
C29 -4.977 -1.678 0.027
C30 -4.606 -0.352 0.249
H21 -6.661 0.562 2.672
H22 -7.448 -1.890 2.308
H23 -6.537 -3.125 0.529
H24 -4.330 -2.330 -0.544
H25 -3.790 0.057 -0.338
Cl1 0.857 -5.379 -3.443
C31 -0.270 -4.302 -2.578
C32 -0.506 -4.678 -1.124
Cl2 -1.557 -3.488 -0.284
H26 -1.216 -4.385 -3.109
H27 0.110 -3.295 -2.731
H28 0.431 -4.747 -0.572
H29 -0.942 -5.667 -1.004
Cl3 1.337 0.627 1.890
C33 1.369 0.540 0.088
C34 0.101 -0.232 -0.291
Cl4 -1.359 0.792 -0.148
H30 2.354 0.159 -0.171
H31 1.347 1.569 -0.252
H32 -0.030 -1.052 0.406
H33 0.222 -0.587 -1.314
Cl5 1.687 3.378 -2.187
C35 2.605 2.680 -3.560
C36 3.657 3.707 -4.037
Cl6 3.181 4.674 -5.425
H34 1.963 2.449 -4.408
H35 3.085 1.757 -3.251
H36 4.592 3.163 -4.171
H37 3.836 4.378 -3.201
Cl7 -0.173 0.641 -5.687
C37 -0.592 1.510 -4.173
C38 -2.072 1.229 -3.853
Cl8 -2.346 -0.441 -3.299
H38 -0.280 2.523 -4.394
H39 0.010 1.010 -3.417
H40 -2.606 1.448 -4.772
H41 -2.335 1.822 -2.981

=====

> energy of number 1 (C22H29N3P2Re)?

-1780.36853 Ha